(1)
{"formula": "C4H11N3O2", "method": "ωB97M-V with the def2-TZVPD basis set", "charge": 0, "energy_ev": -12890.5011, "elements": ["O", "O", "N", "N", "N", "C", "C", "C", "C", "H", "H", "H", "H", "H", "H", "H", "H", "H", "H", "H"], "coordinates": [[-1.0712, 0.1402, 0.1688], [1.5130, 1.2782, 0.4993], [1.5681, -0.7242, -0.5481], [-0.6098, 2.3047, -0.5170], [-1.0424, 0.5865, -2.1188], [1.2793, -0.6979, 1.8574], [-1.0544, 1.1384, -0.9832], [1.2858, 0.0366, 0.5449], [-1.7075, -1.0868, -0.1278], [-0.8400, 1.2408, -2.8697], [0.6212, 2.1822, -0.3158], [1.3896, -0.2995, -1.4481], [2.2730, -1.0817, 2.0626], [-1.0736, -1.7099, -0.7689], [-1.9484, -1.5630, 0.8276], [0.6033, -1.5531, 1.8225], [0.9485, -0.0332, 2.6496], [-2.6365, -0.9233, -0.6736], [-0.8466, 2.4715, 0.4524], [1.3488, -1.7065, -0.5140]], "lowdin_charge": [-0.196, -0.035, 0.176, 0.067, 0.139, 0.006, -0.516, -0.537, -0.133, 0.065, 0.176, 0.108, 0.091, 0.071, 0.087, 0.078, 0.092, 0.082, 0.076, 0.103]}

(2)
{"formula": "C40H31AlFNO8SSi", "method": "ωB97M-V with the def2-TZVPD basis set", "charge": -2, "energy_ev": -87890.4118, "elements": ["S", "Si", "Al", "F", "O", "O", "O", "O", "O", "O", "O", "O", "N", "C", "C", "C", "C", "C", "C", "C", "C", "C", "C", "C", "C", "C", "C", "C", "C", "C", "C", "C", "C", "C", "C", "C", "C", "C", "C", "C", "C", "C", "C", "C", "C", "C", "C", "C", "C", "C", "C", "C", "C", "H", "H", "H", "H", "H", "H", "H", "H", "H", "H", "H", "H", "H", "H", "H", "H", "H", "H", "H", "H", "H", "H", "H", "H", "H", "H", "H", "H", "H", "H", "H"], "coordinates": [[-3.7965, -2.5100, 2.0795], [-2.6499, 1.5429, -0.5567], [-1.9110, -1.2623, 1.1275], [5.2668, -3.4428, -2.1773], [-2.3026, 0.1834, 0.1453], [0.4665, 1.3972, 2.6443], [-0.4139, -0.4622, 1.7943], [-5.0442, -2.0244, 2.6441], [-2.6033, -1.7532, 2.7228], [-3.6404, -2.0541, 0.6494], [-3.6209, -3.9385, 2.2325], [1.0679, -0.8817, -0.9228], [4.0872, 0.9027, 0.9783], [4.9576, -2.3779, -1.3956], [0.4783, 0.4350, 1.8793], [-6.5558, 1.8137, 0.9000], [-6.2695, 3.6436, -0.6301], [0.0897, 5.0587, 0.9581], [-2.9912, 0.2705, -3.0660], [5.1541, 1.8529, 1.2726], [0.5719, 4.1457, 0.0324], [-1.2645, -6.3971, 1.0682], [0.6730, -6.0268, -0.3164], [1.9275, -0.5637, -0.1329], [6.8743, 0.1627, 0.6457], [-2.0610, 2.3389, -4.6549], [-2.5049, 1.4271, -2.4505], [-2.0307, 2.4508, -3.2701], [2.8131, 1.0058, 1.4723], [0.9339, -7.3880, -0.3140], [-7.0596, 2.9467, 0.2766], [-0.7188, -4.1154, 0.4021], [-3.0226, 0.1502, -4.4470], [-4.9776, 3.2114, -0.8901], [3.3555, -0.9454, -0.3699], [-0.4285, -5.5073, 0.3749], [0.0985, -8.2609, 0.3705], [6.3696, 1.0674, 1.7653], [4.4001, -0.1916, 0.1843], [-4.4462, 2.0877, -0.2549], [4.7441, 2.9297, 2.2649], [-5.2602, 1.3865, 0.6371], [-0.2499, 3.1346, -0.4412], [5.7357, -0.5664, -0.0330], [-1.2190, 4.9491, 1.4058], [-2.0290, 3.9233, 0.9409], [-2.5649, 1.1895, -5.2466], [6.0024, -1.6684, -0.8269], [-0.9996, -7.7556, 1.0601], [3.6468, -2.0444, -1.1710], [-1.0319, -2.9429, 0.4786], [-1.5657, 3.0007, 0.0031], [1.7608, 0.2771, 1.0497], [-2.5989, 1.1029, -6.3269], [-3.4075, -0.7549, -4.9024], [6.0621, 0.4654, 2.6243], [-8.0653, 3.2888, 0.4948], [0.3005, -9.3262, 0.3624], [3.8910, 3.5018, 1.9015], [-1.6951, 3.1505, -5.2747], [2.8306, -2.6164, -1.5921], [5.4274, 2.3405, 0.3258], [2.6374, 1.7005, 2.2809], [-6.6629, 4.5245, -1.1261], [1.3162, -5.3459, -0.8572], [-4.8725, 0.4957, 1.1230], [0.1383, 2.4221, -1.1630], [5.5823, 3.6118, 2.4085], [-3.3343, -0.5430, -2.4348], [0.7301, 5.8480, 1.3357], [-1.6229, 3.3499, -2.8193], [7.1562, 1.7546, 2.0842], [-7.1719, 1.2607, 1.5991], [4.4844, 2.4908, 3.2290], [-1.6083, 5.6585, 2.1277], [1.7957, -7.7718, -0.8494], [1.5975, 4.2174, -0.3152], [-4.3635, 3.7591, -1.5999], [7.4180, 0.7614, -0.0926], [-1.6535, -8.4363, 1.5942], [7.0223, -1.9956, -0.9899], [-3.0410, 3.8312, 1.3198], [-2.1119, -5.9773, 1.5977], [7.5778, -0.5731, 1.0419]], "lowdin_charge": [0.376, 0.523, -0.220, 0.037, -0.133, 0.029, 0.070, -0.352, -0.227, -0.277, -0.331, 0.105, -0.002, -0.267, -0.530, -0.087, -0.117, -0.113, -0.068, -0.328, -0.104, -0.022, -0.053, -0.312, -0.144, -0.113, -0.194, -0.106, 0.013, -0.124, -0.121, -0.085, -0.097, -0.108, -0.035, -0.247, -0.138, -0.150, -0.095, -0.207, -0.051, -0.053, -0.102, -0.145, -0.098, -0.081, -0.121, 0.022, -0.109, 0.069, 0.083, -0.195, -0.003, 0.086, 0.095, 0.131, 0.085, 0.080, 0.081, 0.088, 0.135, 0.155, 0.121, 0.086, 0.101, 0.101, 0.109, 0.078, 0.115, 0.087, 0.090, 0.112, 0.100, 0.091, 0.091, 0.086, 0.090, 0.098, 0.117, 0.090, 0.121, 0.101, 0.106, 0.113]}

(3)
{"formula": "C2H4ClN", "method": "ωB97M-V with the def2-TZVPD basis set", "charge": 0, "energy_ev": -16149.3297, "elements": ["Cl", "N", "C", "C", "H", "H", "H", "H"], "coordinates": [[-0.7870, -1.9717, 0.3595], [-0.4509, 0.8117, 0.5353], [-0.5205, -0.4027, -0.3395], [0.7860, 0.4490, -0.1270], [1.0354, 1.0077, -1.0491], [1.5385, -0.0333, 0.5124], [-1.1984, -0.4356, -1.4289], [-0.4033, 0.5748, 1.5373]], "lowdin_charge": [0.562, -0.063, -0.755, -0.194, 0.099, 0.101, 0.157, 0.092]}

(4)
{"formula": "C76H116N12O4", "method": "ωB97M-V with the def2-TZVPD basis set", "charge": 0, "energy_ev": -106757.3435, "elements": ["O", "O", "O", "O", "N", "N", "N", "N", "N", "N", "N", "N", "N", "N", "N", "N", "C", "C", "C", "C", "C", "C", "C", "C", "C", "C", "C", "C", "C", "C", "C", "C", "C", "C", "C", "C", "C", "C", "C", "C", "C", "C", "C", "C", "C", "C", "C", "C", "C", "C", "C", "C", "C", "C", "C", "C", "C", "C", "C", "C", "C", "C", "C", "C", "C", "C", "C", "C", "C", "C", "C", "C", "C", "C", "C", "C", "C", "C", "C", "C", "C", "C", "C", "C", "C", "C", "C", "C", "C", "C", "C", "C", "H", "H", "H", "H", "H", "H", "H", "H", "H", "H", "H", "H", "H", "H", "H", "H", "H", "H", "H", "H", "H", "H", "H", "H", "H", "H", "H", "H", "H", "H", "H", "H", "H", "H", "H", "H", "H", "H", "H", "H", "H", "H", "H", "H", "H", "H", "H", "H", "H", "H", "H", "H", "H", "H", "H", "H", "H", "H", "H", "H", "H", "H", "H", "H", "H", "H", "H", "H", "H", "H", "H", "H", "H", "H", "H", "H", "H", "H", "H", "H", "H", "H", "H", "H", "H", "H", "H", "H", "H", "H", "H", "H", "H", "H", "H", "H", "H", "H", "H", "H", "H", "H", "H", "H", "H", "H", "H", "H", "H", "H", "H", "H", "H", "H", "H", "H"], "coordinates": [[6.7175, -5.2809, 28.2413], [1.8319, -3.3983, 23.2711], [7.3978, 1.9118, 23.9975], [-1.1681, -7.2973, 30.2612], [1.9053, -0.3743, 32.9256], [3.9266, -6.2874, 27.3998], [-0.4796, -6.0355, 30.3890], [6.3077, 1.7861, 24.9261], [5.5295, -3.0558, 25.8007], [6.6130, -6.5468, 28.9947], [-3.2653, 0.1641, 28.6260], [1.0504, -0.8264, 28.0974], [1.8883, -3.1475, 21.8554], [0.9276, -0.4177, 24.2208], [-3.5205, -3.9221, 24.5950], [7.0959, -1.0062, 29.8612], [3.3805, -1.3838, 27.8657], [3.5400, -2.0621, 32.4056], [0.3865, 2.2698, 23.5794], [-0.1312, -5.7624, 27.9985], [0.6042, -3.6260, 21.2913], [4.2067, 2.6897, 26.5078], [0.0235, 1.7290, 24.7813], [6.5823, -6.2073, 30.3923], [0.2589, -4.9800, 21.8183], [-0.5248, -2.7121, 21.7463], [7.3083, -4.0103, 24.5609], [7.1856, -2.0083, 28.9918], [5.0009, 1.9759, 24.1964], [7.8524, 1.4994, 26.8452], [0.0529, -6.5838, 32.8028], [3.1944, -3.6478, 19.8220], [3.5974, -7.5973, 27.4910], [0.3498, 0.4099, 25.0762], [3.5353, -5.0288, 21.9234], [2.6927, -8.2646, 26.6880], [9.5159, -0.9203, 29.8766], [7.7578, -5.3947, 30.8638], [7.7496, -2.7571, 24.2198], [0.9883, 1.3851, 22.6499], [4.7326, 3.3169, 23.4693], [8.9655, -7.0141, 28.3474], [1.9635, -4.3961, 19.3148], [4.2532, -2.5450, 21.8918], [6.7009, 2.3682, 26.2775], [2.0649, -7.4919, 25.7241], [0.6725, -3.6882, 19.7682], [6.5360, -7.5330, 31.2638], [-0.0374, -3.7374, 29.5466], [2.2381, -1.6517, 32.7005], [4.2008, 0.1308, 32.6356], [1.4741, 0.1064, 28.9871], [2.0515, -1.5556, 27.5939], [-0.6676, -5.6111, 31.8263], [3.2032, -3.5773, 21.3816], [7.1575, 3.8077, 26.1669], [-0.3987, -3.2473, 30.8591], [2.9144, 0.4860, 32.9538], [4.5864, -1.1782, 32.4683], [-2.9636, -2.2636, 26.2279], [7.4829, -8.7181, 29.3871], [7.5381, -7.5257, 28.4340], [3.3702, -5.6078, 26.4143], [5.9884, -1.8401, 25.5641], [-2.4595, 2.1171, 29.7846], [-3.0524, 1.4760, 28.7066], [-2.2068, -0.0648, 30.7759], [-1.2664, -3.6153, 25.3150], [8.2425, -0.5651, 30.3580], [7.5894, -8.5006, 30.8541], [2.4580, -6.1482, 25.5316], [3.7160, -0.4890, 28.8308], [7.0704, -7.9218, 27.0278], [-0.7722, -5.1236, 29.2731], [4.8159, 0.8629, 23.1151], [-3.9051, -2.9553, 25.4183], [6.1508, -4.1546, 25.2887], [5.2572, -5.4863, 30.5977], [7.0852, -1.6758, 24.7029], [8.3607, -2.4238, 28.4640], [5.4945, 2.0888, 27.1130], [-2.1775, -5.5868, 32.1865], [1.2366, 0.1041, 23.0275], [-2.2185, -4.1417, 24.4930], [-0.0643, -4.2266, 31.9042], [-2.2256, -4.9128, 28.9299], [-2.0255, 1.3359, 30.8541], [-1.6229, -2.6144, 26.2291], [3.8783, 1.8464, 25.2623], [2.7296, 0.3410, 29.3578], [-2.8677, -0.5781, 29.6619], [9.5588, -1.8396, 28.8745], [8.0115, 3.9162, 25.5329], [-0.4383, -5.0729, 27.1262], [5.2683, -2.8960, 21.6861], [4.0613, -2.4384, 22.9942], [1.6746, -0.5903, 22.3257], [10.3998, -0.3730, 30.2338], [-2.8669, -4.3861, 29.6653], [4.1050, 3.7383, 26.4184], [4.0599, -5.5065, 21.0659], [1.6982, -2.5581, 23.7360], [-2.2296, -4.2473, 27.9944], [-2.6445, -5.9098, 28.6829], [4.0754, -4.2129, 19.5680], [4.4529, -6.0116, 30.0783], [9.3236, -7.5104, 27.4007], [-0.0437, -6.0654, 33.7646], [1.3198, -7.9369, 25.1303], [5.5308, -7.9223, 31.0156], [7.8151, -4.4102, 30.3635], [3.8489, 0.8019, 25.6291], [2.3981, -9.3098, 26.9148], [3.8075, 0.8558, 22.7416], [8.5527, -8.2268, 31.3481], [8.0774, 0.2910, 31.0396], [2.9462, 2.1791, 24.7693], [7.7427, -5.2203, 31.9183], [8.9238, -5.9321, 28.1949], [4.5710, 4.0688, 24.2344], [1.0003, -5.8113, 21.7127], [0.6371, 0.6502, 29.4049], [10.5395, -2.1206, 28.5373], [2.6281, -5.5166, 22.2371], [5.2407, -4.4495, 30.3291], [-1.4947, -3.1920, 21.4903], [7.2991, -9.4550, 31.2858], [4.9495, 0.9122, 32.5929], [-3.3704, -1.4276, 26.8509], [3.2228, -2.6949, 19.3148], [1.2826, 1.6675, 21.6233], [4.0775, -1.5357, 21.4555], [-3.0809, -1.6015, 29.5070], [0.0432, 0.0904, 26.1003], [4.7509, -0.3985, 29.2280], [-0.4330, -6.7947, 27.8187], [7.7459, -4.9427, 24.1879], [0.9924, -4.4564, 31.8831], [6.2656, -2.3986, 28.4919], [8.5850, -2.5939, 23.5860], [8.2981, -9.3896, 29.0243], [-0.2098, -4.1575, 19.3478], [7.5242, 2.8597, 23.7825], [7.5164, 4.2206, 27.0996], [-0.4655, 2.3184, 25.5311], [4.9736, -0.1324, 23.5577], [0.7443, -2.6554, 19.3263], [4.1171, -1.9979, 27.4258], [0.1566, -4.9049, 22.9146], [-0.5019, -2.6504, 22.8298], [-0.2884, -3.7916, 32.8753], [-2.3135, -5.8793, 33.2345], [7.4812, -0.7140, 24.5476], [1.0545, -3.8704, 29.5406], [-1.8601, -0.6738, 31.5821], [-3.4359, 2.0907, 27.9427], [1.0617, -6.8746, 32.5508], [5.1072, -5.4768, 31.6984], [7.8703, -8.3864, 26.4696], [6.5879, -7.2632, 32.2972], [5.5977, -0.9787, 26.0656], [6.7091, -7.0459, 26.4867], [-1.9759, -4.9081, 23.7480], [-0.2169, -3.0312, 28.7090], [4.0998, -4.8979, 22.8313], [0.9513, -5.8669, 28.0806], [3.4103, 2.6226, 27.2413], [8.7160, -5.8780, 30.5803], [-4.9641, -2.7497, 25.4567], [1.5685, -2.5131, 32.7580], [-0.7800, -2.1211, 26.7995], [5.5425, 3.6989, 22.7791], [5.5936, -1.3350, 32.2780], [4.0718, -8.1120, 28.3568], [-0.5606, -7.5167, 32.8886], [-0.5754, -1.7295, 21.3265], [6.5790, -9.2766, 29.1958], [5.3971, 0.9854, 27.1681], [5.7883, -5.3439, 27.9179], [3.7568, 3.3619, 22.8987], [-1.5578, 1.8416, 31.6545], [6.3551, 4.5045, 25.8142], [6.2900, -8.6507, 27.0460], [5.6193, 1.0498, 22.3983], [7.9135, 1.5073, 27.9172], [3.7450, -3.1708, 32.2614], [3.6201, -4.5325, 26.2980], [-2.6283, -4.5510, 32.0255], [2.0434, -4.4834, 18.2447], [5.6183, 2.4707, 28.0853], [8.8000, 1.8130, 26.3682], [-0.7114, -5.3359, 21.4612], [-0.4469, -7.9030, 30.1687], [8.3887, -3.2052, 27.7084], [-2.2385, 3.1774, 29.7079], [5.8135, -5.1151, 25.6281], [1.7528, -2.3556, 26.9398], [2.0124, -5.3711, 19.7619], [2.7109, 1.5237, 33.1995], [0.1294, -2.3006, 31.0044], [-1.4431, -2.9796, 30.8953], [1.9826, -5.5332, 24.7683], [-0.2402, -3.9639, 25.1968], [-2.6847, -6.3123, 31.5416], [0.1168, 3.3016, 23.3034], [2.9368, 1.1530, 30.0751], [7.6377, 0.4451, 26.5596], [9.6512, -7.2667, 29.1393]], "lowdin_charge": [-0.067, -0.073, -0.052, -0.035, 0.072, 0.071, -0.070, -0.058, 0.069, -0.073, 0.058, 0.074, -0.065, 0.094, 0.058, 0.059, -0.071, -0.062, -0.071, -0.022, -0.525, -0.154, -0.082, -0.530, -0.060, -0.027, -0.066, -0.175, -0.474, -0.015, -0.028, -0.136, -0.150, -0.145, -0.003, -0.069, -0.073, -0.020, -0.073, -0.078, -0.042, -0.030, -0.175, -0.027, -0.504, -0.062, -0.118, -0.133, -0.130, -0.143, -0.099, -0.156, -0.152, -0.493, -0.475, -0.027, -0.237, -0.181, -0.073, -0.070, -0.150, -0.520, -0.174, -0.147, -0.074, -0.155, -0.046, -0.113, -0.160, -0.203, -0.047, -0.067, -0.016, -0.483, -0.023, -0.133, -0.134, -0.034, -0.062, -0.080, -0.140, -0.026, -0.185, -0.183, -0.179, -0.032, -0.062, -0.092, -0.121, -0.083, -0.137, -0.070, 0.064, 0.083, 0.084, 0.079, 0.090, 0.111, 0.076, 0.089, 0.094, 0.063, 0.080, 0.096, 0.103, 0.076, 0.091, 0.084, 0.092, 0.125, 0.072, 0.115, 0.118, 0.050, 0.130, 0.109, 0.105, 0.079, 0.076, 0.055, 0.083, 0.098, 0.106, 0.035, 0.060, 0.102, 0.112, 0.104, 0.083, 0.111, 0.118, 0.079, 0.085, 0.092, 0.097, 0.076, 0.114, 0.113, 0.107, 0.104, 0.140, 0.118, 0.089, 0.086, 0.098, 0.060, 0.133, 0.052, 0.063, 0.056, 0.127, 0.076, 0.077, 0.127, 0.088, 0.087, 0.074, 0.090, 0.075, 0.109, 0.077, 0.070, 0.101, 0.095, 0.059, 0.063, 0.097, 0.080, 0.098, 0.077, 0.095, 0.094, 0.074, 0.110, 0.090, 0.073, 0.111, 0.103, 0.057, 0.096, 0.091, 0.094, 0.062, 0.086, 0.070, 0.117, 0.097, 0.094, 0.106, 0.110, 0.091, 0.095, 0.087, 0.104, 0.102, 0.069, 0.100, 0.093, 0.104, 0.105, 0.091, 0.087, 0.091, 0.075, 0.115, 0.115, 0.074, 0.073]}

Calculated molecular weight, 133.15; 759.82; 77.51; 1261.84 g mol⁻¹ (same order as the records).
Calculated relative energy (zero: lowest compared OMol25 entry of this formula, charge and spin), 224.7; 0.0; 168.6; 0.0 kJ/mol (same order as the records).